Record 1
{
  "formula": "C2H9N5",
  "method": "ωB97M-V with the def2-TZVPD basis set",
  "elements": ["N", "C", "C", "N", "N", "N", "N", "H", "H", "H", "H", "H", "H", "H", "H", "H"],
  "xyz": [[1.17042, -0.63124, -0.66530], [0.44251, 0.20982, 0.04536], [-0.96265, -0.17014, -0.27618], [2.54007, -0.71248, -0.30507], [0.86332, 1.33217, 0.65447], [-1.83377, 1.00763, -0.36037], [-1.44779, -1.08568, 0.72921], [-0.11089, -1.02836, -1.11103], [2.68057, -1.51706, 0.30508], [3.06530, -0.87158, -1.15853], [0.13792, 1.93059, 1.02104], [1.85889, 1.49263, 0.71329], [-2.80337, 0.71229, -0.38386], [-2.27845, -1.56897, 0.41498], [-1.65696, 1.50886, -1.22670], [-1.66515, -0.60847, 1.60362]],
  "forces_ev_per_a": [[0.24, 0.33, 1.09], [0.59, 0.23, -1.64], [0.95, -0.78, -0.02], [0.55, 0.29, 0.03], [-0.35, -0.98, 0.19], [0.18, -0.09, -0.52], [-0.01, -0.08, 0.31], [-2.16, 0.83, 0.45], [-0.06, 0.12, -0.19], [-0.04, -0.11, 0.16], [0.40, 0.08, 0.11], [-0.25, 0.21, 0.13], [0.07, 0.00, -0.02], [0.06, -0.06, -0.01], [-0.07, 0.05, 0.05], [-0.09, -0.03, -0.13]],
  "gap_ha": 0.310,
  "e_lumo_ev": 1.016,
  "relative_energy_kj_mol": 342.63,
  "mol_weight_g_mol": 103.1,
  "max_force_ev_per_a": 2.36
}

=====

Record 2
{
  "formula": "C5H5BrOS",
  "method": "ωB97M-V with the def2-TZVPD basis set",
  "elements": ["C", "C", "C", "C", "C", "O", "S", "Br", "H", "H", "H", "H", "H"],
  "xyz": [[3.14738, -1.27182, -0.22342], [2.65495, -2.46067, -0.67946], [2.04600, -0.46392, -0.13054], [0.98551, -1.25423, -0.43172], [-1.29445, 2.09559, -1.84016], [1.35283, -2.41626, -0.82722], [-1.81785, 0.52280, -1.19909], [1.89963, 1.38001, 0.28743], [4.18205, -0.95987, -0.08503], [3.15388, -3.35270, -0.71568], [-1.99671, 2.56436, -2.47726], [-0.50072, 1.70561, -2.53648], [-0.75541, 2.82135, -1.16274]],
  "forces_ev_per_a": [[1.82, -0.77, -0.63], [2.48, 1.39, 0.81], [-2.32, 2.25, 0.51], [-1.10, 2.32, 0.20], [2.18, -0.39, 0.04], [-1.55, -2.02, -0.38], [-0.14, 0.22, 0.32], [0.23, -0.53, -0.02], [-0.38, -0.41, 0.10], [0.79, -2.18, -0.57], [-0.94, 0.59, -0.32], [-0.29, 0.52, 0.39], [-0.78, -1.00, -0.45]],
  "gap_ha": [0.356, 0.250],
  "e_lumo_ev": [0.733, -1.908],
  "multiplicity": 3,
  "relative_energy_kj_mol": 85.32,
  "s_squared": 2.01,
  "mol_weight_g_mol": 193.1,
  "max_force_ev_per_a": 3.27
}